1.
{"formula": "C6H12N2", "method": "the ωB97M-V functional and the def2-TZVPD basis", "homo_energy_ev": -6.7, "gap_ev": 7.6, "smiles": "C/C=C/C(C)=C(N)N", "lumo_energy_ev": 0.91, "relative_energy_ev": 2.193, "species": ["C", "C", "C", "C", "C", "C", "N", "N", "H", "H", "H", "H", "H", "H", "H", "H", "H", "H", "H", "H"], "positions_angstrom": [[-2.6141, -0.9539, -0.1863], [-1.2268, -0.7102, 0.3155], [-0.0767, -1.2011, -0.3161], [0.9984, -0.3229, -0.1485], [2.4274, -0.7530, 0.0230], [0.4944, 0.9866, 0.0797], [1.1279, 1.8216, 0.9829], [-0.1468, 1.6962, -0.9456], [-2.6485, -1.7610, -0.9257], [-3.3065, -1.2040, 0.6219], [-2.9952, -0.0515, -0.6890], [-1.1543, -0.3888, 1.3493], [-0.0455, -2.0790, -0.9595], [2.5273, -1.8362, -0.0897], [3.0648, -0.2761, -0.7279], [2.8417, -0.5133, 1.0076], [1.3258, 1.4061, 1.8818], [0.7940, 2.7735, 1.0082], [-0.8965, 2.2922, -0.6146], [-0.4908, 1.0747, -1.6670]], "mulliken_charge": [-1.095, -0.142, -0.660, 0.501, -1.234, 0.090, -0.492, -0.529, 0.340, 0.293, 0.197, 0.445, 0.339, 0.359, 0.287, 0.254, 0.244, 0.241, 0.246, 0.317]}


2.
{"formula": "C18H18BBrCrN4O3Te", "method": "the ωB97M-V functional and the def2-TZVPD basis", "homo_energy_ev": [-11.1, -11.1], "gap_ev": [7.2, 7.1], "total_charge": 1, "lumo_energy_ev": [-3.88, -4.08], "spin_multiplicity": 4, "species": ["Cr", "C", "C", "C", "C", "C", "Br", "N", "C", "H", "H", "H", "H", "H", "H", "O", "B", "O", "C", "C", "C", "C", "C", "C", "H", "H", "H", "H", "N", "C", "O", "C", "C", "N", "C", "N", "H", "H", "C", "Te", "C", "H", "H", "H", "H", "H", "H"], "positions_angstrom": [[0.1500, 0.0492, -0.0184], [-3.5602, -3.8705, -0.6992], [-2.8240, -2.9390, 0.2025], [-2.7689, -3.1596, 1.5826], [-2.0721, -2.2643, 2.3850], [-1.4281, -1.2171, 1.7722], [-0.3311, 0.0173, 2.7422], [-1.3982, -1.0052, 0.4389], [-2.1365, -1.8512, -0.3138], [-4.2296, -4.5121, -0.1327], [-2.8523, -4.5067, -1.2302], [-4.1348, -3.3227, -1.4420], [-3.2400, -4.0243, 2.0220], [-2.0085, -2.3920, 3.4522], [-2.1088, -1.6606, -1.3789], [0.0768, 1.2817, -2.7364], [0.0326, 0.1001, -2.0059], [-0.0799, -0.9730, -2.8448], [-0.0549, -0.4732, -4.1255], [-0.1176, -1.1414, -5.3309], [-0.0718, -0.3594, -6.4754], [0.0420, 1.0222, -6.4117], [0.1079, 1.6981, -5.2021], [0.0484, 0.9215, -4.0618], [-0.1965, -2.2135, -5.3849], [-0.1182, -0.8251, -7.4462], [0.0741, 1.5814, -7.3327], [0.2047, 2.7715, -5.1606], [4.2007, -0.3173, 0.2831], [3.1218, 0.4858, 0.3721], [1.9958, 0.0673, -0.0709], [3.2235, 1.7797, 0.9458], [4.4436, 2.3088, 1.3906], [5.4532, 2.7279, 1.7377], [2.0373, 2.4679, 1.0182], [0.9416, 2.8582, 1.0080], [5.1164, 0.0166, 0.5302], [4.1032, -1.2246, -0.1420], [-2.0459, 2.9284, 1.3535], [-1.0372, 2.3581, -0.4577], [-2.9141, 1.7164, -1.3616], [-2.7022, 2.1398, 1.7106], [-2.6396, 3.8166, 1.1437], [-1.3083, 3.1803, 2.1091], [-3.6871, 2.4438, -1.1149], [-3.2147, 0.7307, -1.0106], [-2.8169, 1.6954, -2.4444]], "mulliken_charge": [0.634, -1.435, 0.541, -0.429, -0.754, 0.249, -0.140, 0.049, -0.652, 0.402, 0.326, 0.384, 0.450, 0.493, 0.558, -0.272, 0.944, -0.257, 0.865, -1.087, -0.492, -0.538, -1.082, 0.618, 0.492, 0.415, 0.413, 0.492, -0.371, 1.010, -0.603, -0.203, -0.349, -0.445, 0.432, -0.677, 0.218, 0.241, -1.135, 0.708, -1.129, 0.341, 0.384, 0.346, 0.457, 0.282, 0.307]}


3.
{"formula": "C27H28N3O2PSeSiTc", "method": "the ωB97M-V functional and the def2-TZVPD basis", "homo_energy_ev": [-14.2, -14.2], "gap_ev": [6.8, 6.5], "total_charge": 2, "lumo_energy_ev": [-7.42, -7.68], "spin_multiplicity": 4, "relative_energy_ev": 0.000, "species": ["Tc", "O", "C", "O", "C", "P", "C", "C", "C", "C", "C", "C", "C", "C", "C", "C", "C", "C", "H", "H", "H", "H", "H", "H", "H", "H", "H", "H", "H", "H", "N", "C", "C", "C", "C", "C", "C", "C", "N", "C", "C", "N", "C", "H", "H", "H", "H", "H", "H", "H", "C", "Si", "C", "C", "Se", "H", "H", "H", "H", "H", "H", "H", "H", "H"], "positions_angstrom": [[-0.0399, -0.6548, 0.2555], [-3.1590, -1.2762, -2.2724], [-2.3505, -0.7140, -1.6096], [-1.2930, -1.2852, -1.0257], [-2.4646, 0.8008, -1.2812], [-0.8128, 1.3495, -0.7382], [0.0875, 1.8689, -2.2129], [0.4871, 3.1863, -2.4198], [1.1909, 3.5110, -3.5699], [1.4914, 2.5335, -4.5068], [1.0868, 1.2192, -4.3023], [0.3891, 0.8823, -3.1566], [-0.8582, 2.6571, 0.4910], [0.3917, 3.1525, 0.8828], [0.4716, 4.0990, 1.8871], [-0.6865, 4.5238, 2.5293], [-1.9218, 4.0101, 2.1623], [-2.0153, 3.0746, 1.1423], [-3.1770, 0.8919, -0.4568], [-2.8579, 1.3560, -2.1305], [0.2367, 3.9535, -1.6990], [1.4983, 4.5337, -3.7415], [2.0312, 2.7922, -5.4080], [1.3054, 0.4586, -5.0399], [0.0748, -0.1418, -2.9937], [1.2866, 2.7883, 0.3900], [1.4307, 4.5109, 2.1712], [-0.6249, 5.2584, 3.3207], [-2.8172, 4.3433, 2.6687], [-2.9883, 2.6955, 0.8570], [4.9287, 0.3915, 9.8317], [4.2762, 0.3698, 8.8873], [3.4466, 0.3331, 7.7216], [2.0644, 0.2289, 7.8607], [1.2568, 0.1516, 6.7428], [1.8178, 0.1816, 5.4707], [3.1940, 0.3198, 5.3292], [4.0027, 0.3918, 6.4463], [0.9816, 0.0408, 4.3183], [-0.3987, -0.0238, 4.3201], [-0.7818, -0.2119, 3.0376], [0.3476, -0.2657, 2.2358], [1.3846, -0.1084, 3.0506], [1.6259, 0.2011, 8.8481], [0.1918, 0.0526, 6.8873], [3.6552, 0.3720, 4.3528], [5.0737, 0.4913, 6.3402], [-1.0041, 0.0766, 5.1998], [-1.7860, -0.3249, 2.6595], [2.4062, -0.1087, 2.7169], [5.7500, -0.6455, -0.2367], [4.7835, -0.1115, -1.7309], [4.7194, 1.7057, -2.1163], [4.3731, -1.3272, -3.0702], [2.2123, -0.3738, -0.2873], [6.8151, -0.7217, -0.4727], [5.4185, -1.6209, 0.1213], [5.6423, 0.0724, 0.5766], [5.6574, 2.0116, -2.5905], [4.6012, 2.3046, -1.2130], [3.9068, 1.9478, -2.8026], [5.2554, -1.5522, -3.6765], [3.6050, -0.9338, -3.7363], [4.0141, -2.2670, -2.6494]], "mulliken_charge": [0.384, -0.491, 0.428, -0.726, -0.668, 1.359, 0.591, -0.143, -0.765, -0.659, -0.725, -0.785, 0.755, -0.623, -0.831, -0.572, -0.723, -0.456, 0.357, 0.419, 0.508, 0.461, 0.449, 0.533, 0.378, 0.552, 0.464, 0.449, 0.468, 0.383, -0.394, -0.049, 0.365, -1.130, -0.437, 1.999, -0.455, -1.162, 0.329, -0.144, -1.182, 0.080, -0.249, 0.468, 0.298, 0.299, 0.457, 0.422, 0.505, 0.254, -0.953, 0.416, -0.670, -0.869, 0.100, 0.399, 0.366, 0.315, 0.421, 0.324, 0.083, 0.416, 0.258, 0.348]}